This record from the OMol25 dataset describes 2 unconnected molecules or ions with the total composition C8H18BO5S at a distorted geometry. The level of theory is ωB97M-V with the def2-TZVPD basis set.

Its HOMO-LUMO gap is 0.3678 hartree. The value obtained for the max |F| is 4.323 eV Å⁻¹. Its energy above the lowest of the compared OMol25 structures with the same formula, charge and spin is 0.0 kJ/mol. The total energy comes out at -30330.203 eV. Its charge is +1.

The geometry in XYZ format:
```
33
Properties=species:S:1:pos:R:3:forces:R:3
O 5.214 0.301 -1.723 -2.03 -0.31 0.50
C 4.014 -0.091 -2.515 0.84 0.06 0.72
C 3.640 -1.621 -2.059 -1.08 0.45 -0.61
C 2.267 -1.514 -1.116 1.19 0.63 0.23
S 0.844 -2.017 -2.287 0.67 -0.53 1.06
C -0.741 -1.840 -1.304 -0.90 -0.46 0.36
B -1.681 -0.713 -2.047 -2.17 2.23 -0.83
O -2.250 0.456 -1.324 3.12 -2.64 -1.40
O -1.999 -0.895 -3.494 1.10 2.04 3.59
H 4.930 0.346 -0.752 0.57 -0.03 -2.06
H 3.182 0.713 -2.256 1.32 -1.89 -0.79
H 4.287 -0.034 -3.653 -0.35 -0.04 2.36
H 3.409 -2.296 -3.009 0.43 1.36 2.00
H 4.538 -2.128 -1.505 -1.84 1.19 -0.91
H 2.055 -0.402 -0.757 0.48 -2.44 -0.77
H 2.330 -2.218 -0.173 -0.67 1.15 -2.18
H 0.929 -1.093 -3.342 -0.40 -0.26 1.42
H -0.475 -1.611 -0.187 -0.36 -0.31 -2.23
H -1.289 -2.898 -1.361 1.43 2.21 0.02
H -1.593 0.815 -0.643 -1.30 -0.62 -0.63
H -2.210 0.031 -3.819 -0.05 -1.60 0.41
O -1.006 1.733 1.088 -0.54 -0.99 0.76
C -1.677 1.527 2.086 0.34 0.06 -0.98
O -1.914 0.289 2.611 0.73 0.75 -1.02
C -2.822 0.412 3.706 -0.61 -0.45 0.75
C -2.702 1.841 4.164 -0.18 0.38 0.81
C -2.394 2.574 2.883 0.17 0.24 0.40
H -3.830 0.171 3.352 0.12 0.00 -0.01
H -2.545 -0.294 4.494 0.03 -0.02 -0.35
H -3.597 2.207 4.673 0.14 -0.14 -0.06
H -1.856 1.940 4.855 -0.18 -0.03 -0.08
H -3.305 2.866 2.352 0.17 0.07 -0.10
H -1.754 3.441 3.060 -0.19 -0.05 -0.40
```
Positions in Å, forces in eV/Å.

This record from the OMol25 dataset describes a molecular structure, C8H18Cl2O3PSSm at a distorted geometry. The level of theory is ωB97M-V with the def2-TZVPD basis set.

Its HOMO-LUMO gap (spin up / spin down) is 0.2734 / 0.3344 hartree. The value obtained for the max |F| is 3.275 eV Å⁻¹. Its energy above the lowest of the compared OMol25 structures with the same formula, charge and spin is 0.0 kJ/mol. The total energy comes out at -77790.425 eV. Its charge is +2. As for the spin multiplicity: 6.

The geometry in XYZ format:
```
34
Properties=species:S:1:pos:R:3:forces:R:3
C -1.693 -0.674 -5.454 -0.03 0.07 -0.13
C -1.668 -0.473 -3.968 0.28 0.52 0.37
H -1.274 0.182 -6.004 -0.15 -0.28 0.41
H -2.723 -0.877 -5.792 0.32 0.13 0.23
H -1.123 -1.590 -5.687 -0.14 0.32 0.14
O -1.192 0.465 -3.342 -0.25 -1.30 -0.01
Cl -2.394 -1.822 -3.062 0.30 0.56 -0.21
Sm -0.508 0.191 -0.477 -0.92 -0.37 0.75
P 2.135 -0.828 0.357 0.61 -0.81 -0.30
C 3.740 0.009 0.586 0.06 0.29 -0.04
C 2.338 -2.321 1.381 -0.28 -0.08 0.16
H 1.441 -2.174 -1.558 0.04 0.10 -0.11
H 3.196 -2.129 -1.378 -0.04 0.00 -0.10
H 2.398 -0.713 -2.067 -0.10 -0.14 -0.09
C 2.290 -1.520 -1.334 0.09 0.06 0.10
H 1.468 -2.970 1.234 0.17 0.14 0.25
H 3.238 -2.875 1.087 -0.12 0.26 -0.05
H 4.579 -0.670 0.378 -0.36 0.01 0.02
H 3.842 0.347 1.626 -0.05 0.08 -0.30
H 2.444 -2.030 2.434 -0.18 -0.18 -0.21
H 3.823 0.853 -0.108 0.04 -0.01 0.28
C 1.099 2.031 1.102 1.29 2.93 0.69
O 1.698 2.919 1.502 -1.56 -2.66 -0.93
Cl -1.233 -2.076 0.313 0.36 0.70 -0.20
C -1.559 1.337 3.546 -0.35 -0.33 1.11
S -2.820 0.975 2.319 1.86 1.77 -1.04
C -3.729 2.531 2.420 -1.03 0.40 0.22
O -1.919 1.159 1.005 -0.56 -0.58 0.16
H -2.085 1.270 4.512 0.29 -0.05 -0.16
H -1.062 2.313 3.501 -0.52 -0.08 -0.53
H -0.802 0.553 3.509 -0.20 -0.14 -0.05
H -3.161 3.462 2.319 0.47 -0.57 -0.29
H -4.557 2.522 1.699 0.39 -0.19 -0.03
H -4.226 2.624 3.400 0.27 -0.56 -0.11
```
Positions in Å, forces in eV/Å.

This record from the OMol25 dataset describes a molecular structure, C8H18Cl2O6PPd. The level of theory is ωB97M-V with the def2-TZVPD basis set.

Its HOMO-LUMO gap is 0.2493 hartree. The value obtained for the max |F| is 0.586 eV Å⁻¹. The total energy comes out at -58690.071 eV. Its charge is -1.

The geometry in XYZ format:
```
36
Properties=species:S:1:pos:R:3:forces:R:3
Pd -0.510 0.221 -0.186 -0.37 0.43 0.14
C 3.753 3.155 -1.416 0.00 0.02 0.04
C 2.926 2.254 -0.511 0.07 -0.02 -0.03
C 3.632 2.018 0.824 0.00 0.05 0.00
O 2.755 1.009 -1.166 0.32 -0.27 -0.19
C 1.548 2.889 -0.215 0.15 0.26 0.22
O 1.530 4.083 0.091 -0.10 -0.10 -0.03
O 0.551 2.104 -0.275 -0.11 -0.19 -0.13
H 4.729 2.696 -1.598 -0.01 0.00 0.00
H 3.884 4.131 -0.955 0.02 0.02 0.01
H 3.248 3.286 -2.374 -0.01 0.00 0.00
H 4.610 1.563 0.649 -0.01 -0.01 -0.01
H 3.041 1.339 1.441 -0.01 0.01 -0.01
H 3.758 2.961 1.355 0.01 0.00 0.01
H 1.804 0.840 -1.129 -0.14 -0.01 0.01
C -3.569 1.612 0.283 -0.02 -0.02 0.00
O -3.681 0.287 -0.233 -0.04 0.02 0.01
P -2.407 -0.706 0.018 0.19 -0.23 -0.02
O -3.031 -1.892 -0.925 0.03 0.01 -0.01
C -2.131 -2.708 -1.658 0.00 -0.01 -0.01
O -2.781 -1.291 1.502 -0.01 0.02 -0.02
C -4.076 -1.810 1.771 0.00 -0.01 -0.01
H -4.345 2.205 -0.198 0.00 0.01 0.00
H -2.586 2.037 0.064 0.00 0.00 0.00
H -3.725 1.620 1.365 0.01 0.01 0.00
H -2.576 -2.907 -2.633 -0.01 0.00 0.00
H -1.967 -3.655 -1.137 0.00 0.01 0.00
H -1.169 -2.207 -1.790 -0.01 0.00 0.00
H -4.167 -1.904 2.853 0.00 -0.01 0.00
H -4.203 -2.791 1.310 0.00 0.00 -0.01
H -4.856 -1.144 1.397 0.00 0.00 0.01
Cl 0.857 -2.628 0.478 0.05 0.00 0.00
C 1.954 -3.982 0.759 -0.02 0.00 0.01
Cl 3.609 -3.658 0.200 0.00 0.00 0.00
H 1.590 -4.847 0.217 0.00 0.00 0.00
H 2.001 -4.178 1.824 0.00 0.00 0.00
```
Positions in Å, forces in eV/Å.

This record from the OMol25 dataset describes a molecular structure, C8H18ClIO2PRuS at a distorted geometry. The level of theory is ωB97M-V with the def2-TZVPD basis set.

Its HOMO-LUMO gap (spin up / spin down) is 0.1565 / 0.2420 hartree. The value obtained for the max |F| is 8.569 eV Å⁻¹. The total energy comes out at -55971.607 eV. Its charge is +3. As for the spin multiplicity: 5.

The geometry in XYZ format:
```
33
Properties=species:S:1:pos:R:3:forces:R:3
C 1.118 1.003 1.821 1.63 -1.51 0.63
C -0.408 1.290 1.624 1.88 2.43 3.99
H 1.503 1.096 2.859 -0.71 0.44 -0.37
H 1.777 1.636 1.147 -1.02 -0.66 0.63
H 1.480 -0.171 1.726 -0.39 2.40 0.57
O -1.081 1.858 2.464 2.22 -2.86 -2.72
I -3.452 0.223 -0.114 -0.59 0.28 -0.18
Ru 1.379 -1.057 0.076 0.49 3.17 -2.27
P -0.560 1.470 -0.505 -0.86 3.04 -1.14
C -2.072 2.416 0.135 0.87 -1.28 -0.51
C 0.414 3.056 -0.534 0.27 -0.42 1.21
H 0.210 1.455 -2.930 -0.45 0.05 0.48
H -0.891 2.831 -2.593 -0.10 -0.67 0.32
H -1.569 1.197 -2.904 0.23 -0.06 0.24
C -0.740 1.747 -2.445 -0.43 -1.05 -0.52
H 1.421 2.840 -0.849 0.55 0.08 -0.09
H -0.031 3.753 -1.241 0.01 -0.12 0.18
H -2.129 3.413 -0.276 -0.88 0.18 -0.77
H -2.077 2.394 1.216 -0.59 0.51 -0.31
H 0.400 3.498 0.456 0.34 0.29 0.18
H -3.160 1.994 -0.067 -1.33 0.48 -0.45
C -0.231 -1.262 1.053 -7.47 -2.59 3.30
O -1.216 -1.522 1.671 5.41 1.51 -3.03
Cl 2.178 -0.161 -1.872 -0.03 -0.35 0.76
C 0.538 -4.189 1.364 1.36 -0.68 0.14
S 1.719 -3.189 0.357 -0.62 -1.34 0.66
C 1.101 -3.480 -1.326 0.47 -0.89 -0.59
H 0.299 -3.825 2.373 0.38 0.19 -0.43
H 1.266 -5.008 1.422 -0.78 -0.53 0.64
H -0.341 -4.515 0.821 -0.04 0.28 -0.29
H 1.786 -4.317 -1.496 -0.27 -0.05 -1.08
H 0.061 -3.826 -1.407 0.33 0.26 0.44
H 1.309 -2.649 -2.025 0.12 -0.52 0.38
```
Positions in Å, forces in eV/Å.

> What is the formula in the first record?

C8H18BO5S